No. 1
# C5H5N3

C5H5N3 in the gas phase in a non-equilibrium geometry (ωB97M-V/def2-TZVPD, OMol25).

## Properties
- Molecular weight: 107.12 u
- Orbital gap: 7.69 eV
- HOMO: -9.21 eV
- E_LUMO: -1.528 eV
- E_tot: -9732.298 eV
- Structure (SMILES): [H]/N=C\N=C1\C=CC=N1

Last column: Löwdin charge in e.
Positions of all 13 atoms, in Å:
H (-1.5064, 1.8394, -0.7826)  -0.05
N (-1.1072, 2.5763, -0.4128)  0.12
C (-0.0920, 2.5181, 0.3247)  -0.23
N (0.8442, 1.3052, 0.4374)  0.12
C (0.3281, 0.0842, 0.3513)  -0.36
C (1.1551, -1.2205, 0.6774)  0.06
C (0.4194, -2.1231, -0.0731)  -0.09
C (-0.6838, -1.4939, -0.7505)  -0.06
N (-0.8747, -0.2017, -0.2983)  0.08
H (0.2972, 3.3859, 1.0146)  0.12
H (2.1434, -1.5082, 1.0627)  0.11
H (0.4644, -3.1148, -0.0953)  0.05
H (-1.3879, -2.0470, -1.4553)  0.13


No. 2
# C44H66BCl3F6N10O7PRuS5

A molecular structure, C44H66BCl3F6N10O7PRuS5 (ωB97M-V/def2-TZVPD, OMol25).

## Properties
- Molecular weight: 1370.61 u
- Orbital gap (alpha / beta): 7.70 / 6.60 eV
- 2S+1: 2
- HOMO (alpha / beta): -7.84 / -7.86 eV
- E_LUMO (alpha / beta): -0.145 / -1.264 eV
- E_tot: -196535.818 eV

Last column: Löwdin charge in e.
Positions of all 144 atoms, in Å:
Ru (0.2343, 0.4622, -0.9888)  0.56
C (2.0823, 2.6176, -5.6319)  -0.03
C (1.9401, 1.1165, -5.8834)  -0.52
C (2.5190, 0.7950, -7.2584)  -0.05
C (0.4859, 0.6688, -5.8277)  -0.04
N (2.7030, 0.3445, -4.8402)  0.03
C (3.7028, -0.5638, -5.1298)  -0.03
C (4.2000, -1.0037, -3.9590)  -0.04
N (3.5149, -0.3746, -2.9412)  0.04
B (4.0635, -0.4797, -1.4978)  -0.58
N (3.5153, -1.7245, -0.7416)  0.03
C (4.3920, -2.4910, -0.0072)  -0.04
C (3.7847, -3.6499, 0.2966)  -0.04
N (2.5089, -3.6014, -0.2439)  0.01
C (2.3456, -2.3787, -0.8334)  -0.62
S (0.9132, -1.8169, -1.6221)  0.67
C (1.6047, -4.7905, -0.3197)  -0.54
C (0.2883, -4.5171, 0.3978)  -0.05
C (2.2792, -5.9739, 0.3720)  -0.05
C (1.3787, -5.1533, -1.7871)  -0.03
N (4.0250, 0.8481, -0.7195)  0.04
C (5.0122, 1.7873, -0.9378)  -0.03
C (4.8562, 2.7624, -0.0276)  -0.03
N (3.7703, 2.4301, 0.7608)  0.01
C (3.2725, 1.2590, 0.3139)  -0.62
S (1.8914, 0.4063, 0.8837)  0.75
C (3.4212, 3.2925, 1.9351)  -0.52
C (2.1252, 2.8918, 2.6255)  -0.08
C (4.5773, 3.1658, 2.9323)  -0.03
C (3.2835, 4.7295, 1.4330)  -0.04
C (2.5881, 0.4281, -3.4935)  -0.57
S (1.5313, 1.4891, -2.6123)  0.82
H (1.6259, 3.1528, -6.4644)  0.09
H (3.1359, 2.8982, -5.5675)  0.10
H (1.5692, 2.9386, -4.7287)  0.03
H (1.9599, 1.3799, -7.9868)  0.10
H (2.4001, -0.2570, -7.5219)  0.08
H (3.5702, 1.0765, -7.3410)  0.09
H (-0.0997, 1.2291, -6.5546)  0.09
H (0.0698, 0.8862, -4.8470)  0.01
H (0.4057, -0.4002, -6.0405)  0.10
H (3.9853, -0.8151, -6.1322)  0.11
H (4.9999, -1.6920, -3.7568)  0.12
H (5.2366, -0.7194, -1.6432)  0.12
H (5.3891, -2.1518, 0.2064)  0.13
H (4.1623, -4.5002, 0.8279)  0.11
H (0.4776, -4.2680, 1.4451)  0.09
H (-0.3271, -5.4173, 0.3719)  0.09
H (-0.2596, -3.7100, -0.0816)  0.03
H (2.4591, -5.7814, 1.4308)  0.09
H (3.2175, -6.2493, -0.1096)  0.09
H (1.6076, -6.8284, 0.2995)  0.09
H (0.8817, -4.3504, -2.3269)  0.04
H (0.7577, -6.0483, -1.8431)  0.09
H (2.3320, -5.3661, -2.2738)  0.10
H (5.7361, 1.6748, -1.7245)  0.13
H (5.4168, 3.6647, 0.1202)  0.12
H (2.1826, 1.8963, 3.0591)  0.05
H (1.2759, 2.9376, 1.9464)  0.04
H (1.9664, 3.6100, 3.4315)  0.09
H (4.6875, 2.1319, 3.2639)  0.09
H (4.3682, 3.7867, 3.8041)  0.09
H (5.5237, 3.4958, 2.5027)  0.08
H (2.5512, 4.7811, 0.6246)  0.03
H (4.2333, 5.1432, 1.0948)  0.08
H (2.9347, 5.3506, 2.2579)  0.09
C (-4.9734, -3.6531, 3.8593)  -0.05
C (-3.8176, -2.8796, 3.2063)  -0.50
C (-4.4513, -1.7830, 2.3383)  -0.03
C (-3.0577, -3.8463, 2.2932)  -0.04
C (-2.8861, -2.2645, 4.3143)  -0.43
O (-3.5144, -1.1472, 4.9241)  0.01
C (-2.5430, -3.3233, 5.3859)  -0.12
C (-1.5389, -2.9372, 6.4836)  -0.13
C (-1.9942, -1.8147, 7.3830)  -0.24
C (-1.3385, -0.5913, 7.4098)  -0.03
C (-1.7808, 0.4460, 8.2173)  -0.09
C (-2.8938, 0.2517, 9.0152)  -0.67
Cl (-3.4609, 1.5426, 10.0296)  0.66
C (-3.5590, -0.9642, 9.0228)  -0.10
C (-3.1013, -1.9879, 8.2098)  -0.04
C (-1.5350, -1.7315, 3.8089)  -0.04
N (-1.5110, -0.8742, 2.6369)  -0.08
C (-0.7864, -1.0544, 1.5348)  -0.19
N (-0.9091, 0.0048, 0.7536)  -0.12
C (-1.7452, 0.8276, 1.4492)  -0.17
N (-2.1128, 0.3322, 2.6033)  0.17
H (-5.6756, -3.9646, 3.0849)  0.09
H (-5.5347, -3.0342, 4.5643)  0.09
H (-4.6409, -4.5525, 4.3769)  0.08
H (-5.2393, -2.2260, 1.7262)  0.09
H (-3.7385, -1.3179, 1.6626)  0.05
H (-4.8844, -0.9920, 2.9472)  0.09
H (-3.7308, -4.2089, 1.5130)  0.10
H (-2.6784, -4.7194, 2.8282)  0.08
H (-2.2222, -3.3618, 1.7886)  0.05
H (-4.2546, -1.4510, 5.4610)  0.10
H (-2.1739, -4.2230, 4.8867)  0.12
H (-3.4744, -3.6095, 5.8779)  0.11
H (-0.5608, -2.6984, 6.0618)  0.11
H (-1.3854, -3.8315, 7.0941)  0.12
H (-0.4668, -0.4332, 6.7849)  0.11
H (-1.2705, 1.3990, 8.2253)  0.11
H (-4.4180, -1.1041, 9.6644)  0.11
H (-3.6167, -2.9424, 8.2265)  0.12
H (-0.8791, -2.5706, 3.5764)  0.14
H (-1.0884, -1.1630, 4.6224)  0.13
H (-0.1612, -1.9071, 1.3387)  0.11
H (-2.0268, 1.8018, 1.0996)  0.09
Cl (0.4930, 6.0978, -0.2654)  0.68
C (-0.5433, 4.6857, -0.1807)  -0.96
Cl (-1.2994, 4.6104, 1.4473)  0.60
C (0.2449, 3.3731, -0.4100)  -0.75
O (-0.5353, 2.3721, -0.7031)  -0.25
O (1.4594, 3.3709, -0.3579)  -0.06
H (-1.3524, 4.8050, -0.8934)  0.04
F (-4.3238, 2.5106, -4.7703)  0.13
C (-3.4484, 2.8186, -5.7335)  -0.67
F (-3.2514, 1.7162, -6.4741)  0.12
F (-3.9773, 3.7565, -6.5081)  0.15
S (-1.8263, 3.3239, -5.0230)  0.59
O (-1.4921, 2.2342, -4.1393)  -0.34
O (-0.9685, 3.5361, -6.1578)  -0.28
N (-2.2950, 4.6133, -4.2667)  -0.29
S (-1.2097, 5.6313, -3.7278)  0.57
O (0.0400, 5.0018, -3.4005)  -0.30
O (-1.8328, 6.5057, -2.7830)  -0.29
C (-0.8184, 6.7250, -5.1957)  -0.66
F (-0.6664, 7.9853, -4.7836)  0.13
F (0.3115, 6.3416, -5.7859)  0.13
F (-1.7994, 6.6953, -6.0975)  0.13
C (-1.7562, -0.6935, -3.7933)  -0.24
P (-1.7729, -0.2196, -2.0431)  0.75
C (-2.4936, -1.7486, -1.3499)  -0.25
C (-3.1134, 0.9787, -1.8325)  -0.22
H (-2.7770, -0.9363, -4.0956)  0.06
H (-1.1226, -1.5735, -3.9127)  0.04
H (-1.3890, 0.1217, -4.4098)  -0.01
H (-3.4954, -1.8666, -1.7674)  0.06
H (-2.5722, -1.7162, -0.2674)  0.01
H (-1.8851, -2.6042, -1.6404)  0.02
H (-3.9821, 0.6641, -2.4130)  0.06
H (-2.7782, 1.9574, -2.1677)  0.03
H (-3.3840, 1.0295, -0.7773)  0.04


No. 3
# C13H31AlNO5P

A molecular structure, C13H31AlNO5P in a non-equilibrium geometry (ωB97M-V/def2-TZVPD, OMol25).

## Properties
- Molecular weight: 339.35 u
- Orbital gap: 3.54 eV
- HOMO: -6.04 eV
- E_LUMO: -2.499 eV
- E_tot: -41594.969 eV

Last column: Löwdin charge in e.
Positions of all 52 atoms, in Å:
O (3.5422, 2.4980, -0.2383)  -0.08
C (3.4528, 3.8211, -0.7680)  -0.27
C (2.4420, 3.9612, -1.8934)  -0.20
C (0.9850, 3.7598, -1.4512)  -0.28
C (0.4539, 2.3243, -1.5481)  -0.27
Al (-1.3552, 2.1399, -0.7515)  0.19
O (-1.4914, 3.1608, 0.6635)  -0.23
P (-2.9811, 2.8881, -2.4590)  0.69
O (-2.7772, 4.5410, -2.4728)  -0.37
O (-4.4458, 2.8373, -1.7125)  -0.38
H (3.5216, 1.8870, -0.9825)  0.07
H (3.1400, 4.4530, 0.0660)  0.12
H (4.4407, 4.1693, -1.0922)  0.11
H (2.6882, 3.2799, -2.7165)  0.11
H (2.5550, 4.9867, -2.2632)  0.11
H (0.8452, 4.1511, -0.4390)  0.10
H (0.3624, 4.3914, -2.0976)  0.09
H (0.3859, 2.0240, -2.6027)  0.05
H (1.1402, 1.6228, -1.0568)  0.02
H (-1.8298, 0.5660, -0.4424)  0.02
H (-2.2403, 2.9579, 1.2300)  0.00
H (-1.8754, 4.7885, -2.7110)  0.02
H (-4.4178, 3.2608, -0.8438)  0.04
C (1.8049, -2.4610, 0.2727)  -0.02
C (0.8131, -1.7576, 1.2198)  -0.45
C (0.6801, -2.5166, 2.5509)  -0.12
C (-0.1441, -3.8012, 2.4813)  -0.17
C (-1.5023, -3.5585, 1.8294)  -0.12
C (-1.3980, -2.9133, 0.4429)  -0.47
N (-0.5665, -1.6668, 0.6094)  -0.05
O (-1.2120, -0.6975, 1.0035)  0.01
C (-0.7814, -3.8876, -0.5644)  -0.02
C (-2.7708, -2.5223, -0.0911)  -0.03
C (1.3284, -0.3434, 1.4711)  -0.02
H (1.4873, -2.3917, -0.7665)  0.09
H (2.7755, -1.9742, 0.3437)  0.09
H (1.9479, -3.5125, 0.5175)  0.08
H (0.2255, -1.8448, 3.2853)  0.13
H (1.6927, -2.7294, 2.8998)  0.13
H (0.4029, -4.5831, 1.9489)  0.11
H (-0.2961, -4.1751, 3.4948)  0.12
H (-2.0549, -4.4939, 1.7189)  0.13
H (-2.1018, -2.9085, 2.4743)  0.13
H (-0.6115, -3.3989, -1.5241)  0.10
H (-1.4871, -4.7029, -0.7202)  0.10
H (0.1535, -4.3295, -0.2346)  0.06
H (-3.3174, -1.8890, 0.6036)  0.09
H (-3.3442, -3.4347, -0.2520)  0.09
H (-2.6858, -1.9917, -1.0389)  0.09
H (1.3495, 0.2420, 0.5513)  0.08
H (2.3446, -0.4202, 1.8559)  0.10
H (0.7266, 0.1943, 2.1997)  0.09


No. 4
# C3H9BS

C3H9BS in the gas phase in a non-equilibrium geometry (ωB97M-V/def2-TZVPD, OMol25).

## Properties
- Molecular weight: 87.98 u
- Orbital gap: 9.02 eV
- HOMO: -9.12 eV
- E_LUMO: -0.103 eV
- E_tot: -14766.312 eV
- Structure (SMILES): BSC(C)C

Last column: Löwdin charge in e.
Positions of all 14 atoms, in Å:
B (2.8244, 1.1383, 0.4146)  -0.02
S (1.6535, -0.6588, -0.1052)  0.72
C (-0.0920, -0.1599, 0.1167)  -0.80
C (-0.9964, -0.3717, -1.0214)  -0.16
C (-0.7518, -0.8680, 1.3154)  -0.16
H (2.2548, 2.1106, 0.8330)  -0.02
H (3.8855, 1.2564, 0.2754)  -0.09
H (-0.2337, 0.8195, 0.5079)  0.08
H (-0.9493, -1.3267, -1.4458)  0.07
H (-1.9456, -0.0446, -0.7559)  0.06
H (-0.9085, 0.2825, -1.8702)  0.08
H (-0.7516, -2.0450, 1.2264)  0.11
H (-1.7892, -0.4933, 1.5624)  0.10
H (-0.1365, -0.8094, 2.1697)  0.03